Below is a 3-piece molecular cluster, C17H20N3O6 overall, with properties calculated with the ωB97M-V functional and the def2-TZVPD basis.

- Energy: -34696.6816 eV
- Max |F|: 8.907 eV/Å
- LUMO energy: -4.6 eV
- Highest occupied orbital energy: -12.326 eV

Structure (ORCA input):
```
! wB97M-V def2-TZVPD RIJCOSX def2/J DEFGRID3
* xyz 1 1
N 4.26506 -1.64174 0.21449
C 3.04060 -0.74746 -0.07122
N 2.90289 -0.33009 -1.37350
N 2.09780 -0.45663 1.07505
C 1.59901 0.97252 1.08137
C -0.06106 0.86910 0.90627
C -0.48083 0.08493 -0.49456
C -1.93001 -0.68092 -0.37046
O -2.91533 -0.26239 -1.19905
O -2.24243 -1.80990 0.51978
H 3.88120 -2.37171 0.86161
H 4.98385 -1.10997 0.75253
H 3.59040 -0.61897 -2.13285
H 2.09139 0.26063 -1.72460
H 2.46993 -0.76204 2.00107
H 1.97404 1.61131 0.17404
H 1.75922 1.51227 2.13313
H -0.44988 1.99462 0.83857
H -0.52864 0.34309 1.87018
H -0.58782 0.91328 -1.31489
H 0.30088 -0.71583 -0.84123
H -1.39233 -2.25959 0.80130
C 1.85810 3.60106 -4.65171
C 1.76303 2.65167 -3.71580
C 0.98170 1.42116 -3.94942
O 0.89250 0.55258 -3.09262
C 0.31124 1.27979 -5.25721
C 0.40631 2.22918 -6.19312
C 1.18764 3.45969 -5.95950
O 1.27684 4.32827 -6.81630
H 2.42651 4.50991 -4.49626
H 2.24956 2.74017 -2.75180
H -0.25717 0.37094 -5.41266
H -0.08022 2.14068 -7.15712
C -3.13705 -1.52612 5.98925
C -2.20350 -1.03888 5.16621
C -2.11253 -1.48426 3.76173
O -1.25714 -1.04030 3.00826
C -3.09361 -2.48714 3.30183
C -4.02716 -2.97439 4.12487
C -4.11813 -2.52901 5.52935
O -4.97352 -2.97297 6.28282
H -3.21715 -1.21072 7.02238
H -1.47719 -0.30226 5.48822
H -3.01351 -2.80255 2.26870
H -4.75347 -3.71101 3.80286
*
```

Below is C32H33BrCl2F2N2Ru as an isolated structure, with properties calculated with the ωB97M-V functional and the def2-TZVPD basis.

- Energy: -139797.7358 eV
- Max |F|: 2.475 eV/Å
- LUMO energy (alpha / beta): -3.8 / -4.5 eV
- Highest occupied orbital energy (alpha / beta): -10.773 / -11.066 eV

Structure (ORCA input):
```
! wB97M-V def2-TZVPD RIJCOSX def2/J DEFGRID3
* xyz 1 2
Ru -0.16133 0.09987 0.27580
Br 0.14848 1.92978 2.36878
C -1.64684 1.60846 2.91067
C -2.23060 2.49929 3.76004
C -3.51221 2.21401 4.27057
C -4.12708 1.04062 3.94082
C -3.52603 0.12847 3.04137
C -4.16070 -1.09186 2.70078
C -3.56865 -1.96075 1.83190
C -2.34955 -1.61566 1.21412
C -1.69657 -0.43197 1.47885
C -2.26392 0.43009 2.46602
H -1.71155 3.40394 4.04645
H -3.98428 2.91861 4.94126
H -5.09245 0.79149 4.36408
H -5.12689 -1.31288 3.13816
H -4.04291 -2.90126 1.58142
H -1.94790 -2.29824 0.47782
C 1.41716 -2.12162 -3.66558
C -0.06049 -1.84194 -3.80614
C -0.59608 -1.82008 -5.08639
C -1.93007 -1.53733 -5.30697
C -2.74360 -1.22492 -4.23454
C -2.25700 -1.23460 -2.93672
C -3.19568 -0.94162 -1.80268
C -0.91520 -1.59712 -2.70811
N -0.44280 -1.71679 -1.37700
C 0.25654 -2.72080 -1.00072
C 0.13168 -4.06663 -1.66196
C 1.10863 -2.62775 0.20937
C 1.99099 -3.78655 0.56173
N 1.12727 -1.52894 0.84666
C 1.67634 -1.40299 2.16864
C 1.21263 -2.19431 3.22943
C 0.10341 -3.20306 3.07759
C 1.81942 -2.05756 4.47428
C 2.84965 -1.16239 4.68313
C 3.29718 -0.38558 3.62776
C 2.72255 -0.49122 2.37145
C 3.25889 0.33731 1.23410
H 1.97542 -1.51464 -4.37765
H 1.63284 -3.16819 -3.89476
H 1.78922 -1.90715 -2.66786
H 0.05780 -2.02720 -5.92534
H -2.32839 -1.53882 -6.31295
H -3.78462 -0.97641 -4.40125
H -3.98871 -0.27038 -2.12936
H -2.67457 -0.48810 -0.97003
H -3.66447 -1.86402 -1.44772
H -0.46907 -4.00108 -2.56176
H -0.36174 -4.75330 -0.96825
H 1.10297 -4.49199 -1.91539
H 2.69124 -3.96333 -0.25950
H 1.41914 -4.70469 0.70026
H 2.56082 -3.57710 1.46043
H -0.63782 -2.88183 2.34856
H -0.39675 -3.35384 4.03247
H 0.49551 -4.17257 2.76138
H 1.47221 -2.67790 5.29189
H 3.30897 -1.07616 5.65907
H 4.11179 0.31212 3.77960
H 4.16915 0.84976 1.54139
H 2.53507 1.09903 0.92988
H 3.49025 -0.28641 0.37165
F -1.50106 1.43882 -1.90948
C -1.29353 1.62092 -0.56441
F -0.47862 2.75088 -0.49359
H -2.24541 1.91516 -0.11946
Cl 4.18492 -0.09519 -2.24648
C 3.00567 1.21473 -2.16367
Cl 1.36859 0.61585 -1.78491
H 2.94478 1.68469 -3.13643
H 3.31197 1.91353 -1.39524
*
```

Below is one molecule with the formula C4H10O3, with properties calculated with the ωB97M-V functional and the def2-TZVPD basis.

- Energy: -10448.1187 eV
- Max |F|: 0.407 eV/Å
- LUMO energy: 0.4 eV
- Highest occupied orbital energy: -7.404 eV

Structure (ORCA input):
```
! wB97M-V def2-TZVPD RIJCOSX def2/J DEFGRID3
* xyz 0 1
C -1.25798 -1.01499 -0.21923
O -0.62296 0.19233 -0.68311
C 0.19747 0.13846 -2.07379
C 0.16444 0.94955 0.28455
O -0.59226 1.16249 1.42736
C 1.44136 0.23888 0.69020
O 1.20039 -0.89860 1.48738
H -1.80907 -0.79062 0.69651
H -0.50740 -1.78445 -0.03370
H -1.93723 -1.30481 -1.02071
H 0.57465 -0.90219 -2.00529
H -0.67453 0.07245 -2.74849
H 0.38976 1.85399 -0.28414
H -1.29712 1.79232 1.22753
H 2.07144 0.97567 1.21086
H 1.95443 -0.08079 -0.21789
H 0.70461 -0.59969 2.26196
*
```

Below is an isolated ion of composition HINO2S and charge -1, with properties calculated with the ωB97M-V functional and the def2-TZVPD basis.

- Energy: -24537.5697 eV
- Max |F|: 2.046 eV/Å
- LUMO energy (alpha / beta): 2.8 / 2.8 eV
- Highest occupied orbital energy (alpha / beta): -4.413 / -4.412 eV

Structure (ORCA input):
```
! wB97M-V def2-TZVPD RIJCOSX def2/J DEFGRID3
* xyz -1 1
N -0.34070 -0.61576 -0.45731
O 1.75278 0.41764 -0.73587
O 0.49581 1.22804 1.23319
S 0.47543 0.99672 -0.21825
I -2.58824 -0.91897 -0.05930
H 0.20492 -1.10768 0.23753
*
```

Below is a 2-piece molecular cluster, C3H7ClN2 overall, with properties calculated with the ωB97M-V functional and the def2-TZVPD basis.

- Energy: -18723.1640 eV
- Max |F|: 2.938 eV/Å
- LUMO energy: 0.6 eV
- Highest occupied orbital energy: -8.404 eV

Structure (ORCA input):
```
! wB97M-V def2-TZVPD RIJCOSX def2/J DEFGRID3
* xyz 0 1
C -1.54389 -0.19770 0.07435
C -0.34269 0.39735 0.91339
C -0.36015 1.62674 1.41702
N 2.16008 -1.00673 -1.72139
N 2.17690 -0.24621 -0.78672
Cl -2.16240 -1.66321 0.94716
H -2.41169 0.45077 0.07449
H -1.32437 -0.56166 -1.03007
H 0.57505 -0.16439 1.09526
H 0.40151 2.03104 2.07689
H -1.25651 2.18097 1.30081
H 2.63042 -0.95389 -2.73157
H 1.45774 -1.89309 -1.62963
*
```

Below is C5H8LiO6Tl as an isolated structure, with properties calculated with the ωB97M-V functional and the def2-TZVPD basis.

- Energy: -22496.4060 eV
- Max |F|: 7.422 eV/Å
- LUMO energy: -1.1 eV
- Highest occupied orbital energy: -8.290 eV

Structure (ORCA input):
```
! wB97M-V def2-TZVPD RIJCOSX def2/J DEFGRID3
* xyz 0 1
O 0.61953 -0.31860 0.67219
C 0.40956 0.17847 1.84535
O 0.61825 1.41789 1.97748
O 0.76526 -0.66048 2.85403
C 2.07174 -1.20615 2.83028
H 2.67581 -0.96217 1.94557
H 2.64769 -0.84562 3.69395
H 1.92941 -2.29201 2.83721
C 0.03079 -0.32462 -1.77480
H 0.81937 0.17044 -1.18294
H 0.43349 -1.26552 -2.17007
C -0.03012 0.71927 -2.88775
H -0.48954 0.29397 -3.78894
H -0.40102 1.66790 -2.47353
H 1.00215 0.99067 -3.15013
Li -0.17376 1.77080 0.23185
Tl -4.63481 1.00219 0.17680
O -1.71800 -0.70274 -1.49735
O -2.52963 -0.71096 0.59618
O -1.87818 1.15895 -0.29257
C -2.16796 -0.08171 -0.44280
*
```

Below is C27H26N4O7Zr as an isolated structure, with properties calculated with the ωB97M-V functional and the def2-TZVPD basis.

- Energy: -49976.4946 eV
- Max |F|: 0.902 eV/Å
- LUMO energy: -8.5 eV
- Highest occupied orbital energy: -14.827 eV

Structure (ORCA input):
```
! wB97M-V def2-TZVPD RIJCOSX def2/J DEFGRID3
* xyz 2 1
Zr -0.47344 0.80058 0.16708
O -2.94396 0.64760 3.43103
C -2.02490 0.99404 2.78379
O -1.57840 0.25644 1.67525
C -1.06932 2.13579 3.03731
C -0.48505 2.36000 4.27905
C 0.71150 3.06128 4.34211
C 1.43838 3.41460 3.21668
C 0.81984 3.18687 2.00040
C -0.49566 2.71835 1.91029
O -1.08264 2.62759 0.71703
N 1.61970 3.04129 0.79729
O 1.33059 2.02609 0.05171
O 2.54934 3.72263 0.56030
N 1.34642 3.27270 5.67114
O 2.44681 3.77778 5.66486
O 0.71388 2.90851 6.63344
H -0.91403 1.94632 5.18352
H 2.45360 3.77863 3.30910
C -2.59472 -1.84853 -3.11345
C -2.59496 -0.37935 -3.43605
C -3.53558 0.12645 -4.32933
C -3.56465 1.46972 -4.65847
C -2.65483 2.35197 -4.09680
C -1.70352 1.90503 -3.19047
C -0.73329 2.86759 -2.56377
C -1.69249 0.53903 -2.89369
N -0.73173 0.05456 -1.92100
C 0.28347 -0.65553 -2.27539
C 0.69774 -0.90534 -3.67796
C 1.07755 -1.36435 -1.16945
C 2.16043 -2.28837 -1.59576
N 0.70911 -1.15150 0.04865
C 1.10484 -2.04425 1.10848
C 1.72853 -1.50287 2.23742
C 1.99035 -0.03199 2.34760
C 2.08434 -2.35572 3.26812
C 1.77936 -3.70758 3.20053
C 1.09433 -4.20783 2.11036
C 0.73641 -3.39508 1.03537
C -0.05349 -4.00698 -0.08870
H -3.61657 -2.20246 -2.98442
H -2.05505 -2.09228 -2.19863
H -2.15723 -2.42601 -3.93140
H -4.25687 -0.55176 -4.76902
H -4.30566 1.83504 -5.35720
H -2.67850 3.40109 -4.36439
H -0.53788 3.70466 -3.23126
H 0.24142 2.41858 -2.36169
H -1.12450 3.30016 -1.63963
H 0.11541 -0.30753 -4.37277
H 0.56805 -1.96171 -3.92821
H 1.75961 -0.68011 -3.78913
H 2.89523 -1.72499 -2.17613
H 1.77821 -3.07283 -2.25075
H 2.64957 -2.74077 -0.73825
H 2.68367 0.34349 1.59494
H 2.39015 0.21499 3.32932
H 1.04242 0.53011 2.27952
H 2.59269 -1.95666 4.13761
H 2.05217 -4.36512 4.01541
H 0.81426 -5.25381 2.08524
H -0.72994 -4.76057 0.31043
H 0.59457 -4.51403 -0.80680
H -0.66509 -3.28364 -0.63041
*
```

Below is C22H20Br4CrN4O5P as an isolated structure, with properties calculated with the ωB97M-V functional and the def2-TZVPD basis.

- Energy: -357221.3729 eV
- Max |F|: 1.992 eV/Å
- LUMO energy (alpha / beta): -0.9 / -0.7 eV
- Highest occupied orbital energy (alpha / beta): -7.860 / -7.862 eV

Structure (ORCA input):
```
! wB97M-V def2-TZVPD RIJCOSX def2/J DEFGRID3
* xyz 0 2
Cr -1.01780 -0.01404 -1.05495
N -1.69885 -0.23670 -3.13446
N -0.77207 -1.08625 -3.77406
C 0.12702 -1.76959 -2.92623
O 0.67217 -2.76969 -3.34605
O 0.30949 -1.19063 -1.78146
H -2.58944 -0.70280 -2.96990
H -1.86494 0.57041 -3.72224
H -1.12461 -1.64845 -4.53260
Br -4.66208 -3.36686 -0.35156
C -3.56113 -2.52002 0.92518
C -3.78133 -2.71806 2.29114
C -2.98513 -2.10510 3.22254
Br -3.33044 -2.41994 5.06306
C -1.92227 -1.26119 2.83516
C -1.04026 -0.58694 3.70552
C -0.04680 0.19600 3.17689
C 0.06652 0.34685 1.79045
N -0.75813 -0.24484 0.94885
C -1.72973 -1.05738 1.45116
C -2.54398 -1.69447 0.46212
O -2.27088 -1.47752 -0.79094
H -4.58209 -3.37140 2.60755
H -1.16277 -0.69056 4.77473
H 0.64561 0.71870 3.82173
H 0.86139 0.93649 1.35568
Br -4.78424 3.33166 -0.68597
C -2.92169 3.64148 -0.77692
C -2.42656 4.95024 -0.80129
C -1.07959 5.18791 -0.88456
Br -0.45778 6.98009 -0.86976
C -0.15831 4.12469 -1.01545
C 1.24198 4.23825 -1.15602
C 1.98566 3.10273 -1.34051
C 1.36649 1.84527 -1.37666
N 0.06705 1.70139 -1.20264
C -0.68840 2.81880 -1.02092
C -2.07497 2.54428 -0.83685
O -2.43779 1.29404 -0.76810
H -3.12097 5.77729 -0.75655
H 1.70666 5.21365 -1.12151
H 3.05883 3.15658 -1.45585
H 1.92918 0.93329 -1.51853
C 2.70553 -2.57762 1.94566
P 3.22737 -1.70145 0.43821
C 5.01927 -1.45230 0.64766
C 3.07662 -2.87719 -0.92205
O 2.50370 -0.41515 0.26126
H 3.31057 -3.46149 2.14284
H 1.65850 -2.86386 1.83759
H 2.79499 -1.87768 2.77727
H 5.51309 -2.34844 1.02218
H 5.17278 -0.62843 1.34416
H 5.44904 -1.17866 -0.31614
H 3.67264 -3.77079 -0.73542
H 3.42047 -2.38494 -1.83159
H 2.03247 -3.13963 -1.07084
*
```

Q: Which value of energy does entry 5 give?
A: -18723.1640 eV

Please write out number 7 again, unchanged.
Below is C27H26N4O7Zr as an isolated structure, with properties calculated with the ωB97M-V functional and the def2-TZVPD basis.

- Energy: -49976.4946 eV
- Max |F|: 0.902 eV/Å
- LUMO energy: -8.5 eV
- Highest occupied orbital energy: -14.827 eV

Structure (ORCA input):
```
! wB97M-V def2-TZVPD RIJCOSX def2/J DEFGRID3
* xyz 2 1
Zr -0.47344 0.80058 0.16708
O -2.94396 0.64760 3.43103
C -2.02490 0.99404 2.78379
O -1.57840 0.25644 1.67525
C -1.06932 2.13579 3.03731
C -0.48505 2.36000 4.27905
C 0.71150 3.06128 4.34211
C 1.43838 3.41460 3.21668
C 0.81984 3.18687 2.00040
C -0.49566 2.71835 1.91029
O -1.08264 2.62759 0.71703
N 1.61970 3.04129 0.79729
O 1.33059 2.02609 0.05171
O 2.54934 3.72263 0.56030
N 1.34642 3.27270 5.67114
O 2.44681 3.77778 5.66486
O 0.71388 2.90851 6.63344
H -0.91403 1.94632 5.18352
H 2.45360 3.77863 3.30910
C -2.59472 -1.84853 -3.11345
C -2.59496 -0.37935 -3.43605
C -3.53558 0.12645 -4.32933
C -3.56465 1.46972 -4.65847
C -2.65483 2.35197 -4.09680
C -1.70352 1.90503 -3.19047
C -0.73329 2.86759 -2.56377
C -1.69249 0.53903 -2.89369
N -0.73173 0.05456 -1.92100
C 0.28347 -0.65553 -2.27539
C 0.69774 -0.90534 -3.67796
C 1.07755 -1.36435 -1.16945
C 2.16043 -2.28837 -1.59576
N 0.70911 -1.15150 0.04865
C 1.10484 -2.04425 1.10848
C 1.72853 -1.50287 2.23742
C 1.99035 -0.03199 2.34760
C 2.08434 -2.35572 3.26812
C 1.77936 -3.70758 3.20053
C 1.09433 -4.20783 2.11036
C 0.73641 -3.39508 1.03537
C -0.05349 -4.00698 -0.08870
H -3.61657 -2.20246 -2.98442
H -2.05505 -2.09228 -2.19863
H -2.15723 -2.42601 -3.93140
H -4.25687 -0.55176 -4.76902
H -4.30566 1.83504 -5.35720
H -2.67850 3.40109 -4.36439
H -0.53788 3.70466 -3.23126
H 0.24142 2.41858 -2.36169
H -1.12450 3.30016 -1.63963
H 0.11541 -0.30753 -4.37277
H 0.56805 -1.96171 -3.92821
H 1.75961 -0.68011 -3.78913
H 2.89523 -1.72499 -2.17613
H 1.77821 -3.07283 -2.25075
H 2.64957 -2.74077 -0.73825
H 2.68367 0.34349 1.59494
H 2.39015 0.21499 3.32932
H 1.04242 0.53011 2.27952
H 2.59269 -1.95666 4.13761
H 2.05217 -4.36512 4.01541
H 0.81426 -5.25381 2.08524
H -0.72994 -4.76057 0.31043
H 0.59457 -4.51403 -0.80680
H -0.66509 -3.28364 -0.63041
*
```